(1)
{
  "formula": "C25H25AlClN2O3S",
  "method": "ωB97M-V/def2-TZVPD",
  "lumo_energy_ha": -0.487,
  "homo_energy_ev": -17.11,
  "charge": 3,
  "species": ["C", "C", "O", "N", "C", "C", "C", "C", "O", "C", "C", "C", "N", "C", "C", "C", "Cl", "C", "C", "C", "C", "C", "C", "O", "C", "C", "C", "C", "C", "C", "C", "S", "H", "H", "H", "H", "H", "H", "H", "H", "H", "H", "H", "H", "H", "H", "H", "H", "H", "H", "H", "H", "H", "H", "H", "H", "H", "Al"],
  "positions_angstrom": [[4.6715, -2.1633, 2.4096], [5.0439, -1.1711, 1.3869], [5.7577, -0.2601, 1.5275], [4.4422, -1.4025, 0.0302], [5.3963, -0.9401, -1.0330], [3.1747, -0.6988, -0.0575], [3.0504, 0.6697, -0.1490], [1.7951, 1.2400, -0.2671], [1.6967, 2.5846, -0.3631], [0.6407, 0.4374, -0.3123], [0.7773, -0.9469, -0.1987], [2.0442, -1.4928, -0.0588], [-0.3167, -1.8282, -0.2628], [-0.6727, -2.0089, -1.7129], [-1.8841, -2.8554, -2.0144], [-2.0350, -4.1456, -1.2237], [-3.3612, -1.8548, -1.9606], [-1.4185, -1.3529, 0.4965], [-2.0640, -2.2359, 1.3335], [-3.1840, -1.8628, 2.0490], [-3.7163, -0.6016, 1.8972], [-3.1195, 0.3350, 1.0634], [-3.8270, 1.6290, 0.9090], [-3.0259, 2.7346, 1.4041], [-2.5903, 3.5741, 0.5084], [-3.4146, 4.0598, -0.5365], [-2.9167, 4.9743, -1.4151], [-1.5889, 5.4497, -1.2742], [-0.7857, 5.0163, -0.2515], [-1.2549, 4.0675, 0.6497], [-1.9047, -0.0274, 0.3943], [-0.9976, 1.1028, -0.5605], [4.6347, -3.1553, 1.9724], [3.6966, -1.9414, 2.8247], [5.4080, -2.1649, 3.1936], [6.1760, -1.6749, -1.1747], [4.8469, -0.8066, -1.9520], [5.8430, 0.0045, -0.7669], [3.9213, 1.2979, -0.1483], [2.0449, 2.9801, 0.4447], [2.1966, -2.5645, 0.0478], [-0.7909, -1.0481, -2.2130], [0.1701, -2.4982, -2.1800], [-1.7814, -3.1334, -3.0494], [-1.1193, -4.3923, -0.7074], [-2.3327, -4.9398, -1.8872], [-2.8156, -4.0503, -0.4856], [-1.6821, -3.2352, 1.4058], [-3.6398, -2.5826, 2.6972], [-4.6199, -0.3542, 2.4167], [-4.7376, 1.6000, 1.4799], [-4.1122, 1.7858, -0.1214], [-4.4237, 3.7159, -0.6375], [-3.5362, 5.3358, -2.2100], [-1.2202, 6.1695, -1.9778], [0.1958, 5.4257, -0.1468], [-0.6796, 3.7071, 1.4771], [3.9450, -3.5065, -0.7094]],
  "mulliken_charge": [-1.16, 0.85, -0.39, 0.37, -1.12, 0.74, -0.19, -0.20, -0.48, 0.25, -2.20, 0.06, 0.44, -0.76, 0.29, -1.40, -0.12, -0.82, -0.65, -1.17, -1.15, 1.09, -0.94, -0.32, 0.27, -0.18, -0.76, -0.40, -0.51, 0.08, 1.50, -0.02, 0.24, 0.28, 0.40, 0.43, 0.44, 0.41, 0.62, 0.38, 0.49, 0.32, 0.56, 0.52, 0.29, 0.39, 0.37, 0.74, 0.48, 0.48, 0.48, 0.44, 0.59, 0.48, 0.49, 0.48, 0.58, 0.60]
}

(2)
{
  "formula": "C25H25AlINO7S",
  "method": "ωB97M-V/def2-TZVPD",
  "lumo_energy_ha": -0.012,
  "homo_energy_ev": -9.12,
  "species": ["Al", "O", "C", "C", "O", "O", "C", "C", "C", "C", "C", "C", "C", "C", "C", "C", "C", "C", "H", "H", "H", "H", "H", "H", "H", "H", "H", "H", "H", "I", "C", "H", "H", "C", "C", "C", "C", "C", "C", "C", "S", "O", "O", "N", "C", "C", "C", "O", "O", "H", "H", "H", "H", "H", "H", "H", "H", "H", "H", "H", "H"],
  "positions_angstrom": [[-0.2223, -0.4533, -0.1591], [-0.0730, 1.2381, 0.7811], [-1.3402, 1.9152, 1.0563], [-2.4126, 0.9124, 0.5666], [-3.5718, 1.2054, 0.6126], [-1.9406, -0.2319, 0.1607], [-1.3184, 3.2203, 0.2937], [-0.2577, 4.0892, 0.5405], [-0.1114, 5.2507, -0.1941], [-1.0368, 5.5660, -1.1794], [-2.1093, 4.7230, -1.4090], [-2.2561, 3.5561, -0.6713], [-1.4874, 2.0610, 2.5529], [-2.0817, 3.1873, 3.1032], [-2.2617, 3.2752, 4.4745], [-1.8495, 2.2423, 5.2993], [-1.2619, 1.1124, 4.7492], [-1.0866, 1.0198, 3.3813], [0.6809, 1.8026, 0.9979], [0.4531, 3.8770, 1.3302], [0.7173, 5.9107, 0.0061], [-0.9229, 6.4689, -1.7593], [-2.8291, 4.9550, -2.1782], [-3.0975, 2.9091, -0.8541], [-2.4124, 3.9914, 2.4634], [-2.7259, 4.1546, 4.8961], [-1.9895, 2.3132, 6.3668], [-0.9439, 0.3001, 5.3849], [-0.6339, 0.1330, 2.9575], [-0.1093, -3.3010, -0.2546], [0.9458, -1.6781, 0.7897], [1.9688, -1.7693, 0.4401], [0.8752, -1.9329, 1.8429], [-4.3607, -1.7385, -1.5822], [-3.7746, -0.7654, -2.5594], [-2.8562, -1.1765, -3.5219], [-2.3009, -0.2722, -4.4125], [-2.6502, 1.0664, -4.3273], [-3.5643, 1.4946, -3.3797], [-4.1266, 0.5776, -2.5056], [-1.9318, 2.2526, -5.4387], [-2.3162, 3.5601, -4.9818], [-2.2039, 1.8241, -6.7761], [-0.3103, 2.1599, -5.2499], [0.2926, 2.7714, -4.0936], [0.0123, 2.0276, -2.8015], [0.4752, 0.5877, -2.8556], [1.0277, 0.1138, -3.8138], [0.3032, -0.0831, -1.7409], [-4.3389, -2.7549, -1.9736], [-5.3908, -1.4796, -1.3440], [-3.7964, -1.7210, -0.6494], [-2.5768, -2.2188, -3.5792], [-1.6023, -0.6071, -5.1628], [-3.8340, 2.5371, -3.3428], [-4.8321, 0.9147, -1.7609], [0.0502, 1.2289, -5.4055], [-0.0503, 3.8018, -4.0300], [1.3664, 2.7798, -4.2910], [-1.0592, 2.0310, -2.5624], [0.5136, 2.5302, -1.9682]],
  "mulliken_charge": [-0.58, 0.01, 2.58, 0.28, -0.66, 0.01, -0.22, -0.64, -1.09, -0.61, -0.77, -0.03, -0.48, -0.28, -0.97, -0.47, -0.92, -0.25, 0.57, 0.45, 0.42, 0.45, 0.37, 0.84, 0.52, 0.42, 0.41, 0.43, 0.32, -0.06, -0.95, 0.47, 0.47, -1.55, 0.92, -0.62, -0.82, 0.04, -0.36, -0.43, 1.41, -0.66, -0.76, -0.28, -1.77, 1.52, 0.55, -0.69, -0.24, 0.43, 0.39, 0.16, 0.41, 0.46, 0.60, 0.34, 0.38, 0.49, 0.36, -0.84, 0.51]
}

(3)
{
  "formula": "C25H25AsN3O2Os",
  "method": "ωB97M-V/def2-TZVPD",
  "lumo_energy_ha": [-0.350, -0.439],
  "homo_energy_ev": [-17.01, -17.03],
  "charge": 3,
  "spin_multiplicity": 5,
  "species": ["Os", "C", "C", "N", "O", "C", "C", "N", "O", "H", "H", "H", "H", "H", "H", "H", "C", "C", "C", "C", "C", "C", "As", "C", "C", "C", "C", "C", "C", "C", "C", "C", "C", "C", "C", "H", "H", "H", "H", "H", "H", "H", "H", "H", "H", "H", "H", "H", "C", "C", "C", "N", "H", "H", "H", "H", "H"],
  "positions_angstrom": [[0.0209, -0.3145, 0.0051], [0.1425, 3.8751, -1.0695], [-0.1619, 2.4486, -0.8134], [0.6745, 1.5686, -0.3167], [1.9286, 1.8817, 0.1115], [-1.4570, 1.8577, -1.1098], [-2.5759, 2.4895, -1.8462], [-1.4866, 0.6266, -0.6603], [-2.3401, -0.3059, -0.8405], [1.1736, 4.1481, -0.8617], [-0.5211, 4.5168, -0.4852], [-0.0489, 4.1080, -2.1201], [1.9960, 2.8297, 0.2996], [-2.9401, 3.3816, -1.3331], [-3.3937, 1.7807, -1.9524], [-2.2523, 2.8009, -2.8422], [-1.4020, -6.4572, 0.5220], [-1.8982, -5.4916, -0.3460], [-1.7963, -4.1495, -0.0174], [-1.2097, -3.7954, 1.1948], [-0.7087, -4.7497, 2.0708], [-0.8152, -6.0897, 1.7258], [-1.2087, -1.9024, 1.6561], [-0.8053, -1.8325, 3.5523], [0.4197, -1.8876, 4.1626], [0.4937, -1.8414, 5.5661], [-0.6624, -1.7351, 6.3435], [-1.8977, -1.6666, 5.7404], [-1.9951, -1.7043, 4.3308], [-3.2101, -1.6171, 3.5872], [-4.5052, -1.5300, 4.1545], [-5.6066, -1.4709, 3.3368], [-5.4501, -1.5002, 1.9458], [-4.1730, -1.5752, 1.3575], [-3.0706, -1.6337, 2.1634], [-1.4581, -7.5030, 0.2520], [-2.3660, -5.7877, -1.2751], [-2.1674, -3.3923, -0.7001], [-0.2470, -4.4647, 3.0077], [-0.4440, -6.8440, 2.4063], [1.3285, -1.9811, 3.5817], [1.4620, -1.8925, 6.0470], [-0.5848, -1.7052, 7.4217], [-2.7878, -1.5803, 6.3485], [-4.6328, -1.5218, 5.2284], [-6.5971, -1.4098, 3.7664], [-6.3248, -1.4712, 1.3086], [-4.0789, -1.5925, 0.2818], [4.8478, -0.6818, -1.6831], [4.2464, -1.7505, -0.7456], [2.9261, -1.4108, -0.3053], [1.8703, -1.1340, 0.0644], [5.8631, -0.9804, -1.9310], [4.8826, 0.2922, -1.1992], [4.2852, -0.6034, -2.6114], [4.8772, -1.8742, 0.1401], [4.2017, -2.7208, -1.2485]],
  "mulliken_charge": [0.58, -1.30, 0.64, -0.13, -0.31, 0.57, -1.41, 0.22, -0.43, 0.48, 0.38, 0.34, 0.33, 0.39, 0.36, 0.38, -0.55, -0.71, -0.25, 0.82, -0.17, -0.68, 0.53, -0.14, -0.27, -0.63, -0.84, -0.69, 1.10, 0.73, -0.74, -0.82, -0.69, -0.43, 0.30, 0.43, 0.43, 0.38, 0.37, 0.43, 0.54, 0.45, 0.46, 0.45, 0.43, 0.46, 0.45, 0.42, -1.12, -0.23, 0.45, -0.36, 0.35, 0.34, 0.35, 0.30, 0.30]
}

(4)
{
  "formula": "C25H25AsNOP2ReS4",
  "method": "ωB97M-V/def2-TZVPD",
  "lumo_energy_ha": -0.471,
  "homo_energy_ev": -19.12,
  "charge": 4,
  "species": ["Re", "C", "N", "P", "C", "C", "C", "C", "C", "C", "C", "C", "C", "C", "C", "C", "P", "C", "C", "C", "C", "C", "C", "C", "C", "C", "C", "C", "C", "H", "H", "H", "H", "H", "H", "H", "H", "H", "H", "H", "H", "H", "H", "H", "H", "H", "H", "H", "H", "H", "H", "H", "S", "As", "S", "S", "S", "O", "H", "H"],
  "positions_angstrom": [[-1.5729, -1.0583, 2.9542], [0.2635, -1.9636, 1.3841], [0.0938, -0.8876, 0.3885], [0.0150, -1.1372, -1.2140], [0.3233, 0.2904, -2.1682], [-0.4863, 0.7104, -3.2350], [-0.0702, 1.7588, -4.0325], [1.1582, 2.3704, -3.7946], [1.9804, 1.9330, -2.7621], [1.5724, 0.8923, -1.9475], [0.6827, -2.6783, -1.6850], [1.9931, -2.9311, -1.2339], [2.6588, -4.0569, -1.6811], [2.0346, -4.9254, -2.5722], [0.7473, -4.6686, -3.0346], [0.0709, -3.5405, -2.6089], [-0.6030, 0.4894, 1.3571], [0.7745, 1.2163, 2.2111], [2.1112, 1.0457, 1.8362], [3.1034, 1.7203, 2.5246], [2.7665, 2.5706, 3.5747], [1.4377, 2.7492, 3.9441], [0.4361, 2.0714, 3.2715], [-1.4249, 1.5849, 0.2432], [-2.7701, 1.3857, -0.0996], [-3.4037, 2.2969, -0.9288], [-2.7097, 3.4145, -1.3855], [-1.3825, 3.6277, -1.0228], [-0.7346, 2.7217, -0.2030], [0.6372, -2.8939, 0.9524], [-0.7087, -2.4224, 1.8357], [0.9878, -1.6600, 2.1447], [-1.4244, 0.2305, -3.4939], [-0.6914, 2.0875, -4.8550], [1.4853, 3.1805, -4.4340], [2.9455, 2.3950, -2.6030], [2.2365, 0.5388, -1.1685], [2.4957, -2.2542, -0.5507], [3.6658, -4.2574, -1.3408], [2.5616, -5.8047, -2.9200], [0.2785, -5.3413, -3.7403], [-0.9047, -3.3469, -3.0423], [2.3752, 0.3802, 1.0244], [4.1409, 1.5899, 2.2479], [3.5472, 3.0966, 4.1086], [1.1847, 3.4184, 4.7555], [-0.6004, 2.2293, 3.5507], [-3.3237, 0.5432, 0.2992], [-4.4464, 2.1636, -1.1854], [-3.2179, 4.1427, -2.0050], [-0.8662, 4.5175, -1.3582], [0.2868, 2.9055, 0.1083], [-5.2302, -2.0283, 7.8894], [-4.0425, -2.8084, 6.5741], [-0.9460, -0.9064, 5.0084], [-3.6063, -1.2471, 2.8148], [-1.8240, -1.1413, 6.7100], [-1.7488, -1.3870, -1.5595], [-2.2458, -0.6571, -1.9888], [-2.0669, -2.2646, -1.8587]],
  "mulliken_charge": [0.59, -1.16, 0.58, 0.71, 1.60, -0.50, -0.99, -0.60, -0.78, -0.43, 0.97, -0.14, -0.84, -0.59, -1.09, -0.87, -0.12, 0.89, 0.13, -0.89, -0.57, -0.83, -0.60, 1.12, -0.51, -0.77, -0.58, -0.88, -0.26, 0.46, 0.18, 0.58, 0.48, 0.51, 0.49, 0.50, 0.26, 0.37, 0.48, 0.46, 0.47, 0.34, 0.22, 0.50, 0.46, 0.49, 0.49, 0.31, 0.51, 0.51, 0.52, 0.53, 0.15, 0.51, 0.17, -0.03, -0.01, -0.15, 0.33, 0.32]
}

no.,calculated total energy (a.u.)
1,-2402.57182
2,-2487.61066
3,-3607.65803
4,-5685.61461